The following is a DFT calculation (wB97M-V/def2-TZVPD) of one molecule with the formula C27H30N2O5 at a distorted geometry.

Each line ends with the Löwdin charge.
Atoms and positions in Å:
C -7.230 -2.706 0.520  -0.1065
C -5.903 -2.068 0.908  -0.2319
C -5.913 -0.562 0.638  -0.2126
O -4.707 0.069 1.016  -0.0415
C -3.596 -0.076 0.248  -0.2592
C -3.544 -0.686 -1.001  -0.0089
C -2.347 -0.744 -1.695  -0.0147
C -1.189 -0.204 -1.164  -0.1819
C 0.125 -0.303 -1.898  -0.1605
C 1.127 -1.117 -1.133  0.0001
C 2.237 -0.371 -0.919  -0.0741
O 3.324 -0.751 -0.256  0.1393
C 3.302 -2.012 0.259  -0.1645
C 4.434 -2.425 0.963  0.0107
C 4.480 -3.689 1.508  -0.0653
C 3.402 -4.560 1.362  -0.0710
C 2.284 -4.156 0.671  -0.0016
C 2.210 -2.879 0.106  -0.0556
C 0.996 -2.472 -0.635  -0.3036
O 0.027 -3.193 -0.800  0.0994
C 2.079 0.968 -1.562  -0.3628
O 2.899 1.854 -1.665  0.0881
N 0.818 0.962 -2.056  0.0081
C 0.244 2.076 -2.768  -0.1177
C -0.453 3.101 -1.865  -0.1330
C 0.522 3.855 -0.950  -0.1886
N 0.699 3.205 0.341  -0.1675
C -0.312 3.624 1.300  -0.1678
C -0.107 2.901 2.633  -0.1967
O 1.183 3.114 3.153  -0.1278
C 2.158 2.706 2.220  -0.1878
C 2.017 3.466 0.904  -0.1650
C -1.238 0.401 0.086  -0.0271
C -2.425 0.472 0.780  0.0149
H -8.048 -2.263 1.084  0.0726
H -7.430 -2.564 -0.540  0.0726
H -7.210 -3.773 0.725  0.0712
H -5.708 -2.227 1.970  0.1164
H -5.089 -2.534 0.350  0.1048
H -6.677 -0.081 1.256  0.1312
H -6.148 -0.358 -0.414  0.1221
H -4.422 -1.121 -1.449  0.1065
H -2.323 -1.230 -2.659  0.1191
H -0.057 -0.750 -2.887  0.1727
H 5.257 -1.735 1.063  0.1229
H 5.358 -4.005 2.050  0.1078
H 3.447 -5.548 1.792  0.1047
H 1.431 -4.805 0.541  0.1213
H -0.475 1.678 -3.490  0.1295
H 1.057 2.571 -3.309  0.1311
H -0.951 3.819 -2.520  0.1128
H -1.214 2.602 -1.266  0.0944
H 0.168 4.891 -0.814  0.1208
H 1.495 3.900 -1.440  0.1114
H -1.303 3.383 0.908  0.1171
H -0.259 4.714 1.478  0.1297
H -0.805 3.281 3.382  0.1282
H -0.273 1.822 2.498  0.1086
H 3.126 2.907 2.680  0.1267
H 2.063 1.626 2.028  0.1240
H 2.775 3.123 0.200  0.1054
H 2.165 4.543 1.098  0.1333
H -0.337 0.835 0.495  0.1012
H -2.480 0.943 1.749  0.1145

Results
Kohn-Sham gap = 0.3018 Ha
E = -41703.8031 eV
charge = 0
energy relative to the best compared isomer or geometry (same formula, charge and spin) = 23.3 kcal per mole
2S+1 = 1
HOMO level = -8.43 eV
SMILES = CCCOc1ccc([C@@H]2c3c(oc4ccccc4c3=O)C(=O)N2CCCN2CCOCC2)cc1